# C38H47As2N5S4Y

A molecular structure, C38H47As2N5S4Y in a non-equilibrium geometry (wB97M-V/def2-TZVPD, OMol25).

Geometry as ORCA input:
```
! RIJCOSX wB97M-V def2-TZVPD def2/J DEFGRID3
* xyz 1 1
Y 1.7084 0.2123 0.6665
C 2.1484 -3.4878 1.2989
As 2.2439 -2.2750 2.8323
C 1.9955 -3.4577 4.3646
C 4.1424 -1.8614 2.9016
S 1.0112 -0.5875 3.1727
H 2.8619 -4.2822 1.5277
H 2.4447 -2.9792 0.3791
H 1.1536 -3.9158 1.1721
H 2.6936 -4.2949 4.3134
H 0.9714 -3.8384 4.4066
H 2.1875 -2.8789 5.2731
H 4.7115 -2.7791 3.0608
H 4.3307 -1.1611 3.7201
H 4.4555 -1.3972 1.9634
S 2.5118 6.6077 0.3607
C 2.7066 5.0087 0.5899
S 4.0721 4.2620 1.4551
C 3.2891 2.7110 1.2794
N 2.1564 2.7450 0.6231
N 1.8566 4.0202 0.2126
C 0.6327 4.2898 -0.4496
C -0.5529 3.8187 0.1017
C -1.7537 4.1312 -0.5121
C -1.7721 4.9104 -1.6561
C -0.5861 5.3647 -2.2107
C 0.6225 5.0510 -1.6132
S 3.9498 1.2719 1.8690
H -0.5253 3.2471 1.0261
H -2.6823 3.8005 -0.0732
H -2.7159 5.1742 -2.1093
H -0.6006 5.9776 -3.1003
H 1.5513 5.4052 -2.0301
C 6.6520 0.9068 -0.8313
N 5.8078 -0.1169 -1.4200
C 6.3736 -0.9273 -2.4798
C 4.5494 -0.1317 -1.1729
N 3.4212 -0.1711 -0.8995
H 6.8077 1.7278 -1.5344
H 7.6191 0.4654 -0.5841
H 6.1975 1.2961 0.0800
H 6.5536 -0.3272 -3.3754
H 5.7005 -1.7472 -2.7213
H 7.3227 -1.3400 -2.1370
C -4.7812 -1.4732 5.2830
C -3.9263 -1.1446 4.0983
C -3.9394 0.1109 3.5056
C -3.1303 0.4070 2.4203
C -3.1495 1.8005 1.8631
C -2.2937 -0.5761 1.8604
As -1.0345 0.1436 0.4506
N 0.2747 -1.1278 -0.0420
C 0.0715 -1.9649 -1.1218
C 1.1358 -2.3930 -1.9358
C 0.9229 -3.2715 -2.9821
C -0.3427 -3.7651 -3.2466
C -1.4003 -3.3693 -2.4448
C -1.2018 -2.4853 -1.4074
C -1.9879 0.3859 -1.2952
C -1.2033 0.9554 -2.3162
C 0.2648 1.2609 -2.1658
C -1.7679 1.2271 -3.5543
C -3.0956 0.9515 -3.8317
C -3.6775 1.2397 -5.1795
C -3.8568 0.3801 -2.8257
C -3.3337 0.0933 -1.5707
C -4.2783 -0.5196 -0.5778
C -2.2629 -1.8373 2.4645
C -1.3836 -2.9470 1.9680
C -3.0768 -2.0974 3.5612
H -5.3259 -0.6012 5.6332
H -4.1687 -1.8496 6.1015
H -5.4988 -2.2501 5.0223
H -4.5797 0.8837 3.9067
H -4.0634 2.3177 2.1461
H -3.0626 1.7698 0.7718
H -2.3024 2.3612 2.2679
H 2.1441 -2.0283 -1.7450
H 1.7548 -3.5823 -3.5994
H -0.4986 -4.4597 -4.0580
H -2.3899 -3.7651 -2.6212
H -2.0304 -2.2087 -0.7649
H 0.4781 1.7300 -1.1959
H 0.5817 1.9514 -2.9476
H 0.8549 0.3430 -2.2768
H -1.1556 1.6626 -4.3309
H -2.9732 1.7929 -5.7954
H -4.5948 1.8184 -5.0880
H -3.9163 0.3062 -5.6880
H -4.8946 0.1514 -3.0224
H -4.9853 -1.1675 -1.0895
H -4.8544 0.2605 -0.0807
H -3.7590 -1.0975 0.1837
H -0.6588 -2.5600 1.2567
H -1.9767 -3.7192 1.4783
H -0.8531 -3.4071 2.8067
H -3.0394 -3.0811 4.0093
*
```

Computed properties:
Relative energy (zero: lowest compared OMol25 entry of this formula, charge and spin) ... 14.36 kcal per mole
E ... -213677.9188 eV
HOMO-LUMO gap ... 7.5 eV